117
Properties=species:S:1:pos:R:3 method="wB97M-V/def2-TZVPD" homo_energy_ev="-4.042 / -4.033" e_above_lowest_kcal_mol=189.2 total_charge=-1 total_energy_ev=-166178.24061 lumo_ev="0.4 / 0.4"
W -1.4296 0.6384 0.0194
C 5.6709 2.3641 1.1151
C 4.8481 1.0984 0.8731
C 5.7561 -0.0929 0.5418
O 4.0852 0.8318 2.0326
C 2.7889 0.4721 1.6319
C 2.6208 1.2062 0.2903
O 3.9396 1.3003 -0.1986
C 1.6691 0.5750 -0.7744
O 0.3621 0.6906 -0.3476
C 1.8655 1.3448 -2.0903
C 1.7809 0.6722 -3.3064
C 2.0128 1.3374 -4.4965
C 2.3329 2.6839 -4.4934
C 2.3909 3.3637 -3.2915
C 2.1443 2.7046 -2.1008
C 2.0969 -0.8765 -0.9478
C 1.3550 -1.9222 -0.4194
C 1.8250 -3.2246 -0.5020
C 3.0387 -3.4872 -1.1136
C 3.7770 -2.4478 -1.6571
C 3.3099 -1.1502 -1.5768
C 1.6899 0.8834 2.6450
O 0.5978 0.2035 2.0607
C 1.6456 2.4030 2.6614
C 2.6982 3.0756 3.2784
C 2.7522 4.4569 3.2699
C 1.7599 5.1978 2.6490
C 0.7302 4.5403 2.0034
C 0.6870 3.1561 1.9951
C 1.8694 0.2982 4.0380
C 1.6712 1.0550 5.1855
C 1.7312 0.4644 6.4353
C 1.9579 -0.8943 6.5559
C 2.0999 -1.6643 5.4149
C 2.0549 -1.0739 4.1663
H 6.3311 2.2005 1.9609
H 5.0018 3.1912 1.3383
H 6.2566 2.5903 0.2296
H 6.4999 -0.2055 1.3245
H 6.2499 0.0771 -0.4104
H 5.1592 -0.9994 0.4777
H 2.7269 -0.6166 1.4766
H 2.2340 2.2139 0.4923
H 1.5633 -0.3885 -3.3250
H 1.9512 0.7961 -5.4299
H 2.5372 3.1988 -5.4213
H 2.6336 4.4152 -3.2693
H 2.1917 3.2736 -1.1879
H 0.4104 -1.7116 0.0859
H 1.2500 -4.0329 -0.0729
H 3.4096 -4.5012 -1.1632
H 4.7202 -2.6483 -2.1461
H 3.8816 -0.3364 -1.9924
H 3.4861 2.5015 3.7416
H 3.5790 4.9587 3.7503
H 1.8033 6.2777 2.6429
H -0.0317 5.0958 1.4776
H -0.0925 2.6695 1.4201
H 1.4559 2.1103 5.1133
H 1.5815 1.0747 7.3138
H 2.0044 -1.3530 7.5331
H 2.2306 -2.7341 5.4936
H 2.1358 -1.6880 3.2810
S -0.7104 4.0505 -1.4332
C -2.0020 3.4328 -2.3921
C -2.1721 3.2423 -3.7574
C -3.1697 2.3578 -4.2049
C -3.1331 1.9489 -5.5508
N -3.0599 1.6302 -6.6523
C -4.0905 1.7888 -3.3060
C -4.0980 2.2795 -1.9842
C -2.9896 2.9327 -1.5351
S -2.3589 2.8865 0.1296
C -4.8453 0.5331 -3.4220
N -4.4797 -0.2064 -2.3909
H -1.4684 3.6581 -4.4603
H -4.9015 1.9929 -1.3208
Cl -1.2574 0.4527 -2.5444
C -1.4420 -1.2242 -2.9420
C -0.9850 -1.6811 -4.1654
C -1.2452 -2.9920 -4.5299
C -2.0012 -3.8134 -3.7048
C -2.4531 -3.3439 -2.4873
C -2.1377 -2.0521 -2.0629
P -2.6181 -1.4392 -0.3913
C -2.1087 -2.7844 0.7346
C -1.4120 -3.9324 0.3720
C -0.9973 -4.8206 1.3501
C -1.2449 -4.5628 2.6885
C -1.9507 -3.4270 3.0523
C -2.3742 -2.5383 2.0827
C -4.4311 -1.7907 -0.5991
C -5.1248 -2.6442 0.2494
C -6.4455 -2.9718 -0.0150
C -7.0877 -2.4656 -1.1330
C -6.4274 -1.5873 -1.9706
C -5.1110 -1.2393 -1.7052
H -0.4502 -1.0181 -4.8284
H -0.8739 -3.3610 -5.4729
H -2.2392 -4.8205 -4.0160
H -3.0802 -3.9626 -1.8599
H -1.1890 -4.1313 -0.6669
H -0.4694 -5.7198 1.0613
H -0.8805 -5.2511 3.4385
H -2.1771 -3.2238 4.0867
H -2.9307 -1.6561 2.3783
H -4.6508 -3.0265 1.1412
H -6.9810 -3.6128 0.6679
H -8.1206 -2.7081 -1.3315
H -6.9125 -1.1180 -2.8124
H -3.7030 0.1335 -1.7783
S -5.1432 3.2420 3.5108
Sb -3.6549 1.4711 3.3547
S -3.6454 1.2638 0.6868
S -1.0150 0.6655 2.4886
S -4.8966 -0.4497 3.6717